DFT (ωB97M-V with the def2-TZVPD basis set) results for C5H12O2 as an isolated structure.

Results
* HOMO-LUMO gap (alpha / beta): 7.4176 / 7.4169 eV
* LUMO (alpha / beta): 0.760 / 0.760 eV
* HOMO (alpha / beta): -6.7 / -6.7 eV
* strongest force on any atom: 0.61 eV/Å
* spin multiplicity: 1

Each line ends with the natural charge from an NBO analysis.
CARTESIAN COORDINATES (ANGSTROEM)
C1 2.043 -0.636 1.323  -0.349
C2 0.772 1.295 0.909  -0.652
C3 0.306 0.595 -0.271  0.003
O1 0.953 -0.826 -0.193  -0.672
C4 -1.194 0.302 -0.409  0.072
C5 -1.560 -0.216 -1.793  -0.637
O2 -1.491 -0.680 0.589  -0.742
H1 2.240 -1.710 1.164  0.169
H2 2.909 -0.040 1.062  0.209
H3 1.652 -0.459 2.319  0.207
H4 0.056 1.452 1.720  0.192
H5 1.466 2.127 0.768  0.197
H6 0.708 0.975 -1.213  0.204
H7 0.245 -1.372 0.204  0.504
H8 -1.757 1.222 -0.188  0.178
H9 -0.954 -1.094 -2.044  0.219
H10 -2.619 -0.498 -1.841  0.202
H11 -1.384 0.554 -2.551  0.220
H12 -2.392 -0.991 0.443  0.478



DFT (ωB97M-V with the def2-TZVPD basis set) results for C28H40As3F3N4Y as an isolated structure.

Results
* HOMO-LUMO gap: 7.4803 eV
* net charge: +1
* LUMO: -2.594 eV
* HOMO: -10.1 eV
* strongest force on any atom: 0.56 eV/Å
* spin multiplicity: 1

Each line ends with the Löwdin charge.
CARTESIAN COORDINATES (ANGSTROEM)
Y1 1.645 0.699 0.073  1.198
C1 -0.683 -1.730 2.832  -0.295
As1 0.571 -1.807 1.348  1.101
C2 1.933 -2.970 2.098  -0.288
C3 -0.312 -3.100 0.161  -0.318
C4 -1.048 -2.640 -1.111  -0.657
C5 -1.835 -1.349 -0.906  -0.077
C6 -0.057 -2.467 -2.280  -0.326
As2 1.089 -0.877 -2.408  1.086
C7 0.122 0.141 -3.755  -0.292
C8 2.567 -1.599 -3.431  -0.287
C9 -1.971 -3.805 -1.549  -0.381
As3 -3.630 -4.458 -0.648  1.137
C10 -4.862 -3.013 -1.143  -0.349
C11 -3.495 -4.035 1.269  -0.359
H1 -0.930 -2.747 3.135  0.035
H2 -1.584 -1.197 2.539  0.014
H3 -0.225 -1.207 3.671  0.029
H4 1.459 -3.871 2.486  0.039
H5 2.455 -2.453 2.901  0.033
H6 2.653 -3.221 1.324  0.021
H7 -1.011 -3.618 0.816  0.047
H8 0.459 -3.828 -0.103  0.086
H9 -1.186 -0.481 -0.738  0.023
H10 -2.503 -1.405 -0.052  0.069
H11 -2.448 -1.119 -1.781  0.098
H12 -0.613 -2.459 -3.221  0.081
H13 0.616 -3.328 -2.325  0.086
H14 -0.088 -0.502 -4.609  0.038
H15 0.713 0.994 -4.086  0.021
H16 -0.808 0.507 -3.324  0.019
H17 2.181 -2.120 -4.307  0.039
H18 3.131 -2.281 -2.800  0.023
H19 3.228 -0.795 -3.749  0.030
H20 -1.356 -4.701 -1.669  0.064
H21 -2.347 -3.579 -2.553  0.064
H22 -4.860 -2.906 -2.228  0.019
H23 -4.617 -2.057 -0.684  0.009
H24 -5.864 -3.308 -0.837  0.017
H25 -2.809 -4.721 1.766  0.014
H26 -4.488 -4.217 1.681  0.022
H27 -3.219 -3.009 1.492  -0.002
N1 4.103 4.384 -0.674  0.139
C12 4.052 4.142 -2.029  -0.041
C13 3.273 3.041 -2.178  -0.095
N2 2.845 2.606 -0.947  0.022
C14 3.363 3.437 -0.064  -0.256
C15 3.152 3.257 1.365  -0.256
N3 2.532 2.194 1.836  0.030
C16 2.516 2.335 3.203  -0.090
C17 3.135 3.494 3.549  -0.042
N4 3.537 4.073 2.367  0.135
H28 4.629 5.123 -0.240  0.167
H29 4.567 4.766 -2.736  0.126
H30 2.999 2.538 -3.090  0.111
H31 2.068 1.601 3.849  0.115
H32 3.325 3.957 4.500  0.126
H33 4.002 4.961 2.287  0.166
F1 4.543 -0.826 1.486  0.014
C18 3.793 -0.459 0.419  -0.601
F2 3.662 -1.653 -0.327  -0.088
F3 4.669 0.287 -0.380  -0.044
C19 -3.463 2.365 2.880  -0.078
C20 -2.247 1.727 3.209  -0.087
C21 -1.256 1.632 2.272  -0.088
C22 -1.401 2.154 0.961  -0.219
C23 -0.346 2.014 -0.001  -0.243
C24 -0.576 2.601 -1.230  -0.186
C25 -1.772 3.294 -1.551  -0.088
C26 -2.776 3.381 -0.635  -0.036
C27 -2.619 2.809 0.655  -0.173
C28 -3.639 2.894 1.634  -0.033
H34 -4.249 2.438 3.620  0.105
H35 -2.104 1.320 4.202  0.103
H36 -0.318 1.148 2.535  0.064
H37 0.183 2.567 -2.015  0.059
H38 -1.889 3.750 -2.527  0.102
H39 -3.699 3.897 -0.873  0.113
H40 -4.566 3.394 1.378  0.114



DFT (ωB97M-V with the def2-TZVPD basis set) results for one molecule with the formula C3H4NP in a non-equilibrium geometry.

Results
* HOMO-LUMO gap: 9.6670 eV
* SMILES: C1=NC=[PH]=C1
* LUMO: 0.288 eV
* HOMO: -9.4 eV
* strongest force on any atom: 5.76 eV/Å
* spin multiplicity: 1

Each line ends with the natural charge from an NBO analysis.
CARTESIAN COORDINATES (ANGSTROEM)
C1 1.001 -0.481 -0.096  -0.010
C2 -0.180 -1.089 0.138  -0.536
C3 -0.059 1.265 -0.864  -0.154
N1 1.093 0.701 -0.721  -0.458
P1 -1.451 0.129 -0.387  0.479
H1 2.129 -0.922 -0.072  0.207
H2 -0.489 -2.031 0.449  0.238
H3 0.044 2.341 -1.074  0.219
H4 -1.407 0.866 0.787  0.016



DFT (ωB97M-V with the def2-TZVPD basis set) results for one molecule with the formula C25H25FN4.

Results
* HOMO-LUMO gap: 8.2952 eV
* SMILES: Cc1[nH]c2ccccc2c1[C@H](c1ccncc1)N1CCN(c2ccccc2F)CC1
* LUMO: 0.706 eV
* HOMO: -7.6 eV
* strongest force on any atom: 0.58 eV/Å
* spin multiplicity: 1

Each line ends with the natural charge from an NBO analysis.
CARTESIAN COORDINATES (ANGSTROEM)
C1 0.143 1.787 3.183  -0.650
C2 1.295 1.779 2.237  0.199
C3 1.370 1.626 0.875  -0.138
C4 2.743 1.826 0.511  -0.020
C5 3.435 1.890 -0.699  -0.207
C6 4.791 2.126 -0.676  -0.247
C7 5.484 2.305 0.524  -0.205
C8 4.825 2.276 1.734  -0.249
C9 3.455 2.047 1.713  0.125
N1 2.554 2.011 2.735  -0.525
H1 2.766 2.150 3.709  0.409
H2 5.348 2.434 2.666  0.210
H3 6.549 2.483 0.500  0.209
H4 5.339 2.181 -1.605  0.208
H5 2.909 1.776 -1.632  0.226
C10 0.239 1.378 -0.089  -0.081
N2 0.753 0.754 -1.304  -0.455
C11 -0.060 0.869 -2.485  -0.211
C12 -1.260 -0.108 -2.518  -0.235
N3 -0.928 -1.287 -1.752  -0.433
C13 -1.914 -2.135 -1.311  0.088
C14 -1.705 -3.142 -0.357  0.404
C15 -2.716 -3.951 0.117  -0.278
C16 -4.013 -3.775 -0.328  -0.232
C17 -4.263 -2.785 -1.260  -0.215
C18 -3.242 -1.994 -1.744  -0.213
H6 -3.478 -1.250 -2.488  0.208
H7 -5.267 -2.628 -1.626  0.212
H8 -4.808 -4.396 0.051  0.216
H9 -2.469 -4.702 0.851  0.226
F1 -0.466 -3.363 0.172  -0.354
C19 0.466 -1.645 -1.876  -0.233
H10 0.667 -2.618 -1.441  0.239
C20 1.338 -0.571 -1.198  -0.223
H11 2.323 -0.560 -1.683  0.194
H12 1.496 -0.810 -0.149  0.211
H13 0.718 -1.705 -2.946  0.173
H14 -2.134 0.365 -2.066  0.210
H15 -1.500 -0.357 -3.565  0.180
H16 0.595 0.673 -3.341  0.194
H17 -0.424 1.895 -2.576  0.208
C21 -0.918 0.630 0.548  0.040
C22 -2.226 1.068 0.353  -0.288
C23 -3.271 0.359 0.921  0.041
N4 -3.101 -0.721 1.664  -0.426
C24 -1.861 -1.137 1.857  0.045
C25 -0.745 -0.507 1.329  -0.273
H18 0.238 -0.896 1.543  0.226
H19 -1.757 -2.016 2.479  0.194
H20 -4.297 0.675 0.785  0.192
H21 -2.425 1.963 -0.220  0.214
H22 -0.143 2.358 -0.416  0.208
H23 -0.032 0.797 3.608  0.230
H24 0.348 2.475 4.002  0.216
H25 -0.768 2.103 2.684  0.237



Values for electronic energy, eV, ordered as above
-9469.614; -227352.877; -13952.374; -35008.744
Values for relative energy (zero: lowest compared OMol25 entry of this formula, charge and spin), kcal per mole, ordered as above
127.34; 13.30; 22.35; 9.29